Record 1
This record from OMol25 describes C32H34N5OPtS as an isolated structure at a distorted geometry. The level of theory is ωB97M-V/def2-TZVPD.

Values from the calculation:
- Energy above the lowest of the compared OMol25 structures with the same formula, charge and spin: 51.1 kJ/mol
- Kohn-Sham gap: 8.3 eV
- Total charge: +1
- HOMO energy: -10.34 eV
- Multiplicity: 1
- Largest force on an atom: 0.0269 hartree/bohr

Cartesian coordinates (Å):
H: 6.6332 -4.2977 0.6704
H: 2.9753 -6.1526 1.9053
C: 3.1186 -1.1451 3.3889
C: 3.1123 -0.5495 2.1326
C: 1.8186 -2.7580 -2.2918
C: 3.5137 -5.2761 1.5699
H: 2.9087 -2.2022 3.4968
C: -0.5429 -0.6876 2.4388
S: 2.7133 -1.4401 0.6544
Pt: -0.1994 -0.3629 0.4931
H: 3.4106 -0.8148 5.4808
C: -0.0770 0.4149 3.3920
C: -4.0386 1.4695 1.5398
C: -0.2611 -0.0726 4.8327
C: 4.8777 -5.3478 1.3262
N: -3.3447 2.4654 0.8637
C: 3.3615 0.8065 1.9747
C: 5.5736 -4.2308 0.8774
H: 0.1423 -1.0786 4.9671
C: 0.8151 2.0299 -1.7441
H: -0.9230 1.0326 -1.7290
H: -1.8098 3.2143 -1.3790
H: -0.6676 2.1265 2.1989
H: 3.3361 1.2470 0.9842
C: -3.3539 0.2945 1.2538
C: 3.8388 -2.7720 -3.6437
C: -4.9223 -0.9052 2.5642
H: -0.7791 3.3565 0.0471
C: 3.6636 0.9932 4.3477
H: 1.4243 2.6244 -1.0582
C: -3.8095 -0.9253 1.7504
C: -1.3084 2.6411 -0.5881
C: 3.5469 -2.9725 0.9551
C: 3.3964 -0.3649 4.4970
C: -5.1532 1.5060 2.3709
C: 2.8145 -3.4454 -2.9560
H: 4.6615 -0.8745 -4.2502
H: -5.3058 -1.8334 2.9665
N: 1.0325 -0.4261 -1.7249
H: 0.2414 0.5924 5.5396
H: -1.3236 -0.0981 5.0908
H: 3.8430 2.6390 2.9820
H: -0.0135 -1.6165 2.6637
H: -3.5754 3.4439 0.8404
H: -5.6623 2.4317 2.6050
H: -1.9086 1.5685 3.3375
H: 1.7656 -4.0030 1.5424
H: 5.4380 -2.1534 0.3358
H: -6.4284 0.2739 3.5501
H: 0.9831 0.6141 3.2289
O: 1.2250 -1.8396 0.7600
C: 4.9077 -3.0322 0.6852
H: 1.0306 -3.2673 -1.7528
C: 1.8673 -1.3650 -2.3277
C: -2.3056 1.8816 0.2322
C: 2.8624 -0.7110 -3.0514
N: -2.2571 0.5790 0.4342
N: 2.5888 0.6420 -2.8978
C: 3.8783 -1.3928 -3.7127
N: -0.4127 1.6404 -1.0962
C: 1.4915 0.7391 -2.1017
H: 3.0810 1.4043 -3.3301
H: 2.8150 -4.5276 -2.9448
H: -0.5064 2.4766 3.9240
C: -0.8344 1.7262 3.2009
C: 2.8320 -4.0813 1.3778
H: -1.6100 -0.8557 2.5828
H: 5.4047 -6.2795 1.4853
C: -5.5754 0.2973 2.8852
H: 4.6155 -3.3481 -4.1288
H: 3.8878 1.5942 5.2193
C: 3.6408 1.5818 3.0920
H: -3.2961 -1.8460 1.5068
H: 0.6626 2.6271 -2.6537

Record 2
This record from OMol25 describes C32H34N6O2Pb as an isolated structure. The level of theory is ωB97M-V/def2-TZVPD.

Values from the calculation:
- Energy above the lowest of the compared OMol25 structures with the same formula, charge and spin: 0.0 kJ/mol
- Kohn-Sham gap: 6.4 eV
- Total charge: +2
- HOMO energy: -12.91 eV
- Multiplicity: 1
- Largest force on an atom: 0.0065 hartree/bohr

Cartesian coordinates (Å):
C: 0.4609 -1.8240 -0.0264
H: 1.2564 0.4995 5.8289
C: -3.1513 -1.9523 0.4828
H: -4.0755 -2.5317 0.3559
H: 4.7339 0.3641 -3.1783
C: 1.0487 -2.7197 -3.1661
C: -2.9140 0.7791 3.9747
H: -2.6737 -3.1791 2.2118
H: 1.1780 4.6335 -3.8104
H: -1.5440 -0.4531 -3.3524
H: -0.7326 -2.5174 -4.4224
H: -5.2218 -0.4960 -0.1927
C: 0.7631 3.7475 -4.2693
H: -1.2083 -1.3035 2.6103
C: -0.1539 1.3985 -5.3174
C: 0.0861 -0.3415 -1.9222
C: 1.7038 -2.2894 -2.0909
C: -0.5803 0.8039 4.0589
H: -3.6957 -1.4417 2.8953
O: -0.1372 0.7962 -1.5383
H: 4.5635 1.9131 3.5401
H: -0.2124 -2.7001 2.2092
C: -0.6147 2.6092 -5.8443
H: -1.8664 -3.6167 0.7321
H: 3.6586 1.0147 5.6722
C: 1.1672 -1.1785 -1.2312
H: 6.0116 -1.1854 -1.7727
C: 5.0228 -0.8693 -1.4658
C: -4.1636 -0.6692 2.2823
C: 2.3067 -0.2618 -0.6697
H: 0.6903 -2.8818 0.1380
H: -4.5720 1.0629 0.3231
H: 3.0945 2.2130 1.5873
C: -0.6609 -0.9706 -3.0016
H: 1.4263 -3.5528 -3.7431
H: 5.1351 -1.9605 0.4297
O: 0.6134 1.6332 1.4697
C: 2.7068 1.7976 2.5086
C: -0.1952 -2.0838 -3.5880
C: 1.6778 0.8474 4.8928
H: 2.6131 -2.7762 -1.7572
C: -4.2973 0.0622 -0.0061
C: 1.1407 2.4920 -3.8386
H: -0.7841 0.5663 5.1077
H: -0.4893 4.7488 -5.7052
C: 3.2479 -1.0744 0.1706
C: 4.4950 -1.3587 -0.2003
C: 4.3366 -0.0267 -2.2528
N: 2.4645 1.3817 -2.4032
N: -1.6089 0.8989 3.2836
C: 1.3405 1.4686 2.5555
C: 0.8132 1.0105 3.7873
C: -2.1797 -2.7599 1.3338
H: -5.2030 -0.9833 2.1215
H: -2.7305 -1.8142 -0.5165
H: -0.4973 0.4552 -5.7242
H: -1.3199 2.6015 -6.6636
H: 2.8509 -1.4477 1.1062
C: -4.1071 0.6509 3.0468
N: -0.3460 -1.2096 0.7205
H: 1.8234 0.5027 -0.0540
Pb: -1.4833 1.3165 0.9430
N: 0.7137 1.3335 -4.3216
H: -2.8897 -0.0814 4.6504
C: -0.1541 3.7984 -5.3141
H: -4.1558 1.5088 2.3705
N: -3.4589 -0.6150 0.9939
C: 3.0140 1.1386 4.8143
C: -0.9460 -1.9956 1.8103
C: 3.0365 0.4296 -1.8002
N: 2.1090 2.4554 -2.7846
H: -5.0024 0.7335 3.6646
H: -3.7507 0.1521 -0.9461
H: -3.0455 1.6655 4.5994
C: 3.5186 1.6377 3.6084

Record 3
This record from OMol25 describes C32H35CdMgN11O12 as an isolated structure at a distorted geometry. The level of theory is ωB97M-V/def2-TZVPD.

Values from the calculation:
- Energy above the lowest of the compared OMol25 structures with the same formula, charge and spin: 0.0 kJ/mol
- Kohn-Sham gap: 7.7 eV
- HOMO energy: -8.04 eV
- Multiplicity: 1
- Largest force on an atom: 0.0342 hartree/bohr

Cartesian coordinates (Å):
N: -5.3254 -16.7069 23.6167
C: -5.3346 -11.4972 17.8555
C: -0.6223 -17.5703 21.6849
C: -6.6119 -10.9729 17.8389
C: -1.5597 -12.2863 16.7223
O: -2.2974 -14.8397 21.0186
H: -3.6069 -11.8785 19.0372
O: -2.1672 -17.4540 26.2301
N: 0.1620 -13.9652 22.3201
N: -7.0135 -15.1177 17.4092
C: -4.5904 -11.4141 19.0163
C: -6.3175 -18.7869 22.0724
O: -6.2716 -13.9698 23.7851
C: -1.4482 -18.7282 21.6018
O: -3.0321 -12.8630 21.3828
C: -0.1880 -13.3130 23.4806
H: -4.1349 -15.4116 19.1489
C: -0.0958 -8.6481 20.1244
H: 0.7524 -8.1303 19.6919
H: 0.9966 -9.5673 21.7433
N: -5.0559 -10.8928 20.1501
H: -3.5489 -16.9268 22.6312
C: -5.2007 -15.3511 18.9593
H: -1.6061 -14.0565 19.3978
Cd: -3.9440 -10.9652 22.1178
H: -8.0918 -9.9765 19.0643
C: -1.5721 -19.2369 22.8688
H: -5.7690 -15.2014 21.0569
N: -3.1556 -12.0372 25.1392
C: -0.8367 -11.4947 17.6615
N: -1.4701 -13.3655 18.6677
C: -5.7214 -15.2480 17.6734
H: 1.7732 -13.8232 20.9146
C: -6.0755 -15.3022 20.0260
N: -6.6220 -12.9336 23.1502
H: -8.1229 -18.5354 23.2013
C: -7.4360 -15.2020 19.7593
C: -0.2954 -17.3969 23.0045
H: -2.1153 -20.0791 23.2617
H: 0.2427 -16.6435 23.5585
H: -1.5515 -7.9137 18.6829
H: -0.9859 -10.6108 22.6901
H: 2.4515 -11.6722 22.3690
Mg: -4.5880 -14.9372 24.3933
H: -0.3984 -16.9338 20.8449
C: -1.0792 -9.9972 21.7991
O: -1.1066 -15.5838 26.0589
C: -7.8528 -15.0915 18.4441
H: -5.0701 -15.3645 16.8114
H: -4.3554 -18.7732 21.1820
H: 0.7260 -11.5652 24.4432
C: 0.7364 -12.3167 23.6676
H: -0.2982 -10.5808 17.4597
H: -8.9084 -15.0702 18.1970
O: -3.8393 -13.0905 25.1078
H: -2.5094 -14.2759 17.0497
N: -2.3186 -9.8208 21.3239
C: -1.9522 -13.4198 17.3975
N: -2.0365 -16.3113 25.7675
C: -6.2939 -10.3920 20.1248
C: -2.4254 -9.0955 20.2076
O: -3.1315 -11.3186 24.0842
C: -6.5579 -17.1683 23.7840
C: -0.8001 -12.1770 18.8503
H: -8.1823 -15.2298 20.5434
H: -6.6227 -9.8973 21.0318
H: -1.8636 -19.1143 20.6848
C: 1.2918 -13.4261 21.7921
C: 1.6739 -12.3805 22.6028
O: -2.5487 -11.6974 26.1259
C: -7.1015 -10.4043 19.0080
H: -1.8043 -12.0450 15.7032
O: -3.7318 -14.5105 22.5615
C: 0.0446 -9.4135 21.2602
H: -0.3441 -14.7842 22.0240
H: -7.1966 -16.6854 24.5176
C: -5.0328 -18.3103 21.8855
H: -3.4013 -8.8607 19.7992
H: -1.0414 -13.6931 24.0199
H: -4.8722 -11.9332 16.9810
C: -7.1128 -18.1894 23.0402
C: -4.5593 -17.3065 22.6978
H: -0.3374 -12.0038 19.8078
O: -7.7904 -12.6857 22.9481
N: -3.0460 -14.0848 21.6361
O: -5.7039 -12.2090 22.6918
O: -2.9180 -15.8873 24.9321
H: -0.8121 -18.5988 24.6950
H: -6.7193 -19.5687 21.4393
H: -7.2180 -10.9589 16.9426
N: -0.8901 -18.4030 23.7115
C: -1.3638 -8.4984 19.5699